[1]
33
Properties=species:S:1:pos:R:3 method="wB97M-V/def2-TZVPD" e_homo_ev=-9.370 relative_energy_kcal_mol=27.48 max_force_ha_per_bohr=0.0816 gap_ev=8.9 multiplicity=1 smiles="N#Cc1cccc(/C=C/C(=O)c2ccc(B(O)O)cc2)c1"
N -3.663 2.934 -4.135
C -3.412 1.869 -3.756
C -3.044 0.528 -3.441
C -3.167 -0.580 -4.254
C -2.600 -1.828 -3.943
C -1.767 -1.950 -2.896
C -1.636 -0.862 -1.972
C -0.681 -0.993 -0.861
C -0.265 -2.120 -0.260
C 0.890 -2.237 0.615
O 1.617 -3.202 0.611
C 1.243 -1.123 1.591
C 0.349 -0.117 1.872
C 0.848 1.042 2.473
C 2.163 1.155 2.790
B 2.536 2.462 3.514
O 3.048 2.304 4.767
O 2.280 3.652 2.960
C 3.088 0.184 2.436
C 2.615 -0.930 1.785
C -2.391 0.352 -2.210
H -3.608 -0.407 -5.196
H -2.898 -2.742 -4.492
H -1.193 -2.855 -2.687
H -0.101 -0.111 -0.553
H -0.774 -3.037 -0.631
H -0.685 -0.365 1.640
H 0.118 1.709 2.954
H 3.287 3.170 5.161
H 2.823 4.420 3.239
H 4.113 0.331 2.717
H 3.247 -1.849 1.803
H -2.380 1.196 -1.640


[2]
82
Properties=species:S:1:pos:R:3 method="wB97M-V/def2-TZVPD" s2=3.766 e_homo_ev="-6.998 / -6.338" relative_energy_kcal_mol=0.00 max_force_ha_per_bohr=0.0624 gap_ev="7.0 / 3.7" multiplicity=4
Re 0.780 -0.771 -0.365
Cl -0.375 -0.819 -2.396
P 2.329 -2.040 -1.255
C 3.166 -1.522 -2.843
C 3.657 -2.857 -0.220
C 1.344 -3.537 -1.847
C 3.430 -0.020 -2.906
H 2.404 -1.770 -3.603
C 4.456 -2.294 -3.135
H 5.255 -2.022 -2.437
H 4.792 -2.019 -4.144
H 4.330 -3.379 -3.115
H 2.500 0.551 -2.798
H 3.879 0.219 -3.879
H 4.135 0.298 -2.124
H 0.882 -3.169 -2.777
C 0.226 -3.843 -0.851
C 2.236 -4.735 -2.240
H 2.818 -4.501 -3.138
H 1.595 -5.589 -2.495
H 2.919 -5.062 -1.445
H -0.155 -2.951 -0.282
H 0.511 -4.611 -0.118
H -0.635 -4.232 -1.426
C 4.695 -1.836 0.237
H 4.145 -3.597 -0.868
C 3.022 -3.551 0.983
H 5.214 -1.355 -0.596
H 5.437 -2.351 0.860
H 4.212 -1.066 0.852
H 2.459 -2.822 1.585
H 3.821 -3.958 1.618
H 2.357 -4.372 0.703
Cl 2.048 -0.224 1.544
H 1.282 0.682 -0.902
P -1.785 3.523 -0.345
C -3.312 3.078 -1.198
C -1.913 3.921 1.424
C -0.608 4.378 -1.417
C -3.346 1.541 -1.282
H -3.173 3.471 -2.223
C -4.588 3.699 -0.621
H -4.848 3.321 0.374
H -5.434 3.459 -1.278
H -4.507 4.792 -0.569
H -2.410 1.132 -1.688
H -4.169 1.214 -1.925
H -3.487 1.065 -0.299
H -0.783 3.888 -2.395
C 0.846 4.072 -0.998
C -0.896 5.873 -1.603
H -1.821 6.032 -2.174
H -0.084 6.321 -2.190
H -0.956 6.411 -0.651
H 0.990 2.998 -0.808
H 1.149 4.628 -0.102
H 1.511 4.364 -1.821
C -2.579 2.757 2.179
H -2.554 4.819 1.420
C -0.552 4.223 2.068
H -3.624 2.601 1.893
H -2.559 2.946 3.259
H -2.036 1.817 1.993
H 0.160 3.408 1.872
H -0.676 4.304 3.154
H -0.130 5.167 1.707
O -4.712 -2.582 1.119
S -4.206 -1.443 1.844
O -5.146 -0.565 2.495
N -3.121 -0.577 0.978
C -1.850 -0.772 1.356
O -0.863 -0.306 0.682
C -1.721 -1.519 2.623
C -0.597 -1.755 3.427
C -0.770 -2.458 4.618
C -2.038 -2.934 4.994
C -3.157 -2.683 4.182
C -2.972 -1.972 3.003
H 0.371 -1.363 3.104
H 0.086 -2.637 5.269
H -2.149 -3.498 5.923
H -4.153 -3.031 4.444


[3]
11
Properties=species:S:1:pos:R:3 method="wB97M-V/def2-TZVPD" e_homo_ev=-8.412 relative_energy_kcal_mol=40.54 max_force_ha_per_bohr=0.0437 gap_ev=9.2 multiplicity=1 smiles="C=NNC(N)=S"
C -1.914 0.537 -0.989
N -0.938 1.257 -0.599
N 0.109 0.691 0.063
C 0.635 -0.534 0.220
N 1.832 -0.599 0.940
S -0.011 -1.961 -0.371
H -1.922 -0.565 -0.906
H -2.780 1.058 -1.427
H 0.747 1.429 0.284
H 2.169 -1.506 1.253
H 2.074 0.192 1.532


[4]
8
Properties=species:S:1:pos:R:3 method="wB97M-V/def2-TZVPD" e_homo_ev="-7.685 / -8.463" relative_energy_kcal_mol=125.74 max_force_ha_per_bohr=0.0868 gap_ev="7.4 / 7.9" multiplicity=1
C 1.203 -0.076 0.142
C -1.209 0.114 -0.045
N 0.231 1.914 0.081
N 0.040 -0.674 0.020
O -2.285 -0.380 0.055
O -0.936 1.409 -0.074
Br 2.939 -0.639 0.026
H 0.018 -1.668 -0.205


[5]
12
Properties=species:S:1:pos:R:3 method="wB97M-V/def2-TZVPD" e_homo_ev="-8.314 / -8.339" relative_energy_kcal_mol=36.17 max_force_ha_per_bohr=0.1426 gap_ev="6.9 / 6.9" multiplicity=1
C -0.582 -1.015 0.475
C -2.749 -2.198 -1.872
C 0.053 -0.194 -0.293
C -0.324 1.207 -0.314
N -1.885 -3.062 -1.670
P 0.753 -0.800 -1.796
P -1.656 -1.747 1.351
H -0.100 1.942 0.542
H 0.224 1.581 -1.234
H -1.374 1.155 -0.400
H -0.873 -3.228 -1.930
H 0.927 0.528 -2.108


[6]
49
Properties=species:S:1:pos:R:3 method="wB97M-V/def2-TZVPD" e_homo_ev=-11.952 relative_energy_kcal_mol=0.00 max_force_ha_per_bohr=0.0508 gap_ev=9.1 multiplicity=1 smiles=CN(C)C[C@@H]1CCC[N@@H+]1C(c1cc(F)cc(F)c1)c1cc(F)cc(F)c1 total_charge=+1
C 2.187 -2.694 0.194
N 2.071 -1.746 1.294
C 3.216 -1.892 2.202
C 0.762 -1.720 1.965
C 0.040 -0.344 2.041
C -1.233 -0.342 2.869
C -1.974 0.954 2.517
C -1.634 1.326 1.092
N -0.426 0.486 0.754
C -0.409 -0.077 -0.592
C -1.673 0.283 -1.386
C -1.782 1.504 -2.078
C -3.045 1.966 -2.460
F -3.129 3.234 -2.992
C -4.214 1.231 -2.332
C -4.046 -0.049 -1.817
F -5.169 -0.849 -1.770
C -2.824 -0.552 -1.357
C 0.845 0.442 -1.277
C 1.705 -0.412 -1.966
C 2.954 0.106 -2.313
F 3.930 -0.777 -2.724
C 3.267 1.461 -2.193
C 2.304 2.304 -1.646
F 2.510 3.665 -1.601
C 1.097 1.815 -1.159
H 1.284 -2.657 -0.428
H 3.057 -2.409 -0.418
H 2.338 -3.734 0.545
H 3.099 -1.228 3.067
H 3.326 -2.933 2.565
H 4.139 -1.630 1.666
H 0.089 -2.511 1.571
H 0.977 -1.976 3.029
H 0.787 0.316 2.525
H -1.829 -1.243 2.650
H -0.971 -0.367 3.931
H -3.056 0.805 2.572
H -1.698 1.778 3.178
H -2.435 0.947 0.470
H -1.495 2.400 0.842
H 0.274 1.234 0.754
H -0.345 -1.174 -0.482
H -0.910 2.104 -2.348
H -5.183 1.645 -2.589
H -2.774 -1.576 -0.979
H 1.415 -1.456 -2.165
H 4.236 1.847 -2.479
H 0.345 2.494 -0.740


[7]
17
Properties=species:S:1:pos:R:3 method="wB97M-V/def2-TZVPD" e_homo_ev=-8.693 relative_energy_kcal_mol=63.68 max_force_ha_per_bohr=0.0794 gap_ev=9.5 multiplicity=1 smiles="CCC1=C(C)[C@@H]1O"
C -1.201 -1.811 -1.072
C -1.188 -0.603 -0.117
C 0.155 -0.102 0.142
C 1.108 0.762 -0.178
C 1.864 1.574 -1.170
C 1.346 0.115 1.175
O 2.166 -0.994 1.311
H -0.276 -2.347 -0.815
H -1.154 -1.541 -2.092
H -1.950 -2.602 -0.844
H -1.680 -0.747 0.837
H -1.759 0.223 -0.610
H 2.398 2.452 -0.829
H 1.226 1.928 -1.950
H 2.662 1.049 -1.562
H 1.373 0.766 2.026
H 1.687 -1.636 0.723


[8]
50
Properties=species:S:1:pos:R:3 method="wB97M-V/def2-TZVPD" e_homo_ev=-9.198 relative_energy_kcal_mol=9.34 max_force_ha_per_bohr=0.0226 gap_ev=9.9 multiplicity=1 smiles="CCOC(=O)C1(Cc2ccccc2Cl)CCN(S(=O)(=O)N(C)C)CC1"
C 1.647 2.118 2.379
C 0.791 2.016 1.130
O 0.769 0.649 0.719
C 0.278 0.380 -0.486
O -0.157 1.218 -1.237
C 0.405 -1.105 -0.823
C 1.828 -1.382 -1.363
C 2.916 -0.994 -0.406
C 3.354 -1.886 0.568
C 4.339 -1.542 1.475
C 4.920 -0.287 1.421
C 4.517 0.613 0.451
C 3.526 0.257 -0.450
Cl 3.062 1.416 -1.652
C -0.635 -1.442 -1.897
C -2.035 -1.045 -1.399
N -1.990 -0.730 0.016
S -3.512 -0.309 0.622
O -4.488 -1.260 0.179
O -3.336 -0.108 2.025
N -3.888 1.147 -0.040
C -4.580 1.208 -1.303
C -2.972 2.218 0.258
C -1.390 -1.802 0.788
C 0.097 -1.948 0.419
H 1.696 3.153 2.705
H 2.652 1.757 2.174
H 1.216 1.514 3.173
H -0.235 2.343 1.326
H 1.196 2.624 0.313
H 1.951 -0.833 -2.299
H 1.902 -2.450 -1.581
H 2.915 -2.871 0.608
H 4.655 -2.254 2.223
H 5.689 -0.008 2.125
H 4.968 1.591 0.386
H -0.409 -0.900 -2.815
H -0.590 -2.512 -2.107
H -2.765 -1.845 -1.585
H -2.367 -0.144 -1.911
H -5.336 1.995 -1.260
H -3.902 1.416 -2.138
H -5.070 0.249 -1.449
H -2.127 2.240 -0.439
H -2.615 2.046 1.270
H -3.503 3.170 0.218
H -1.932 -2.741 0.604
H -1.518 -1.535 1.836
H 0.728 -1.624 1.244
H 0.321 -2.994 0.202


[9]
19
Properties=species:S:1:pos:R:3 method="wB97M-V/def2-TZVPD" e_homo_ev=-9.091 relative_energy_kcal_mol=41.81 max_force_ha_per_bohr=0.0695 gap_ev=10.0 multiplicity=1 smiles=NCCNCCS
N -1.492 1.212 0.113
C -2.069 -0.102 -0.323
C -1.057 -0.927 -1.123
N 0.300 -1.181 -0.538
C 1.357 -0.163 -0.326
C 1.496 0.107 1.169
S 2.064 1.788 1.668
H -0.711 1.109 0.712
H -1.070 1.671 -0.668
H -2.566 -0.683 0.510
H -2.861 -0.007 -1.134
H -1.656 -1.787 -1.484
H -0.928 -0.483 -2.141
H 0.670 -1.754 -1.264
H 2.321 -0.449 -0.625
H 0.950 0.750 -0.813
H 2.189 -0.575 1.775
H 0.547 -0.123 1.660
H 2.516 1.596 2.831


[10]
72
Properties=species:S:1:pos:R:3 method="wB97M-V/def2-TZVPD" e_homo_ev=-9.092 max_force_ha_per_bohr=0.0692 gap_ev=7.9 multiplicity=1 smiles="O=C1OC(=O)C(P(O)Cl)=C1F.Fc1ccccc1.Fc1ccccc1.Fc1ccccc1.Fc1ccccc1.Fc1ccccc1"
O 0.216 4.808 7.940
C -0.567 4.019 7.547
O -1.828 3.712 8.028
C -2.074 2.400 7.533
O -2.863 1.662 7.962
C -1.097 2.133 6.383
P -1.120 0.660 5.184
O -1.306 1.251 3.625
Cl 0.839 -0.107 5.351
C -0.163 3.111 6.341
F 0.849 3.269 5.511
H -2.200 1.644 3.588
F 0.565 0.263 0.564
C 1.338 1.370 0.606
C 2.356 1.524 -0.315
C 3.144 2.666 -0.270
C 2.910 3.632 0.702
C 1.885 3.460 1.625
C 1.090 2.323 1.573
H 2.528 0.755 -1.060
H 3.941 2.803 -0.990
H 3.529 4.521 0.740
H 1.705 4.210 2.384
H 0.281 2.173 2.276
F -3.582 1.170 0.114
C -2.916 1.295 -1.051
C -3.579 1.785 -2.161
C -2.891 1.918 -3.361
C -1.552 1.549 -3.436
C -0.901 1.054 -2.313
C -1.584 0.930 -1.111
H -4.624 2.059 -2.084
H -3.396 2.307 -4.235
H -1.017 1.649 -4.373
H 0.142 0.763 -2.373
H -1.091 0.554 -0.225
F -0.309 -4.010 3.029
C 0.116 -3.955 1.755
C 0.561 -2.750 1.238
C 1.005 -2.695 -0.078
C 0.989 -3.841 -0.863
C 0.536 -5.043 -0.334
C 0.102 -5.103 0.983
H 0.558 -1.866 1.863
H 1.362 -1.760 -0.489
H 1.331 -3.796 -1.890
H 0.520 -5.935 -0.949
H -0.246 -6.033 1.414
F -3.485 3.057 -6.116
C -3.865 2.554 -7.307
C -5.006 1.776 -7.379
C -5.400 1.263 -8.607
C -4.645 1.525 -9.744
C -3.498 2.305 -9.655
C -3.108 2.828 -8.430
H -5.577 1.576 -6.481
H -6.296 0.658 -8.678
H -4.951 1.120 -10.701
H -2.908 2.505 -10.541
H -2.222 3.445 -8.342
F 4.860 -1.958 4.419
C 4.825 -3.190 3.880
C 3.621 -3.698 3.429
C 3.584 -4.968 2.869
C 4.751 -5.718 2.776
C 5.954 -5.198 3.238
C 5.994 -3.923 3.789
H 2.721 -3.101 3.517
H 2.648 -5.372 2.505
H 4.721 -6.711 2.343
H 6.862 -5.785 3.169
H 6.923 -3.498 4.146


[11]
15
Properties=species:S:1:pos:R:3 method="wB97M-V/def2-TZVPD" e_homo_ev=-9.646 relative_energy_kcal_mol=17.23 max_force_ha_per_bohr=0.0108 gap_ev=10.6 multiplicity=1 smiles="CC(C)NC=O"
C -0.921 -0.028 1.072
C -0.130 -0.438 -0.185
C -0.892 -0.473 -1.510
N 0.981 0.512 -0.283
C 1.872 0.566 0.752
O 2.239 -0.417 1.362
H -1.517 0.874 0.874
H -0.173 0.189 1.845
H -1.571 -0.805 1.481
H 0.319 -1.421 -0.026
H -0.206 -0.701 -2.336
H -1.380 0.483 -1.733
H -1.671 -1.242 -1.515
H 0.864 1.322 -0.865
H 2.185 1.578 1.068


[12]
14
Properties=species:S:1:pos:R:3 method="wB97M-V/def2-TZVPD" e_homo_ev="-8.548 / -7.600" relative_energy_kcal_mol=136.40 max_force_ha_per_bohr=0.0834 gap_ev="9.1 / 7.6" multiplicity=1
C 1.074 1.333 0.367
C -1.924 -0.247 -1.268
C -1.342 -1.207 -0.650
C 1.621 -0.099 0.006
C 0.603 -0.511 1.103
N 0.326 0.830 1.403
O 1.286 2.442 0.008
H -2.752 -0.171 -1.888
H -1.577 0.836 -1.202
H -1.600 -2.246 -0.817
H 1.378 -0.467 -1.066
H 2.674 -0.325 0.089
H 0.652 -1.450 1.832
H -0.419 1.281 2.083


Number 1: molar mass 277.1 g/mol. Number 2: molar mass 760.8 g/mol. Number 3: molar mass 103.2 g/mol. Number 4: molar mass 164.9 g/mol. Number 5: molar mass 129.0 g/mol. Number 6: molar mass 367.4 g/mol. Number 7: molar mass 98.1 g/mol. Number 8: molar mass 388.9 g/mol. Number 9: molar mass 120.2 g/mol. Number 10: molar mass 679.0 g/mol. Number 11: molar mass 87.1 g/mol. Number 12: molar mass 97.1 g/mol.